(1)
The following is a DFT calculation (ωB97M-V/def2-TZVPD) of a single CH2N4O molecule.

Geometry as XYZ:
```
8
Properties=species:S:1:pos:R:3:forces:R:3:mulliken_charge:R:1
O 2.714 0.060 -0.287 -1.6647 -0.0851 0.6200 -0.3841
N -1.708 0.311 0.029 4.0283 0.1118 0.8590 0.3073
N 0.264 0.268 -0.006 -1.1547 1.4876 0.7134 0.2072
N -0.747 -0.589 -0.014 -2.5055 -1.2095 -0.8071 -0.4860
N -1.015 1.451 0.233 2.9877 -0.9889 -0.7996 -0.3663
C 1.662 -0.435 -0.015 -0.2015 4.1803 -0.9632 0.0448
H 1.527 -1.446 0.136 -0.8944 -2.4723 0.4872 0.4191
H -2.698 0.380 -0.076 -0.5952 -1.0239 -0.1098 0.2580
```
Positions in Å, forces in eV/Å.

Summary:
HOMO-LUMO gap (alpha / beta) = 8.73 / 8.73 eV
Spin multiplicity = 1
HOMO level (alpha / beta) = -0.330 / -0.330 Ha
ΔE to the lowest compared entry with this formula, charge and spin = 5.6236 eV
Lowest unoccupied orbital energy (alpha / beta) = -0.009 / -0.009 hartree

***

(2)
The following is a DFT calculation (ωB97M-V/def2-TZVPD) of a single CH2N4O molecule.

Geometry as XYZ:
```
8
Properties=species:S:1:pos:R:3:forces:R:3:mulliken_charge:R:1
O 0.902 0.012 -1.808 -0.5822 -0.2294 1.1040 -0.5386
N -0.962 -0.313 0.997 -1.8787 -2.4408 3.4232 0.0623
N 0.802 0.746 0.461 -0.2000 -0.7125 0.1062 -0.2013
N 0.050 0.396 1.437 0.6757 0.5428 -0.7657 -0.2118
N -0.870 -0.496 -0.356 -1.1290 -4.9292 -1.6164 -0.2375
C 0.368 0.031 -0.719 0.6601 1.2124 -0.6348 0.4527
H -1.169 -1.564 -0.744 1.1246 4.1355 1.3835 0.3597
H -1.393 -1.051 1.755 1.3295 2.4211 -3.0000 0.3145
```
Positions in Å, forces in eV/Å.

Summary:
HOMO-LUMO gap = 9.82 eV
Spin multiplicity = 1
HOMO level = -0.357 Ha
ΔE to the lowest compared entry with this formula, charge and spin = 1.9626 eV
Lowest unoccupied orbital energy = 0.004 hartree

***

(3)
The following is a DFT calculation (ωB97M-V/def2-TZVPD) of a single CH2N4O molecule.

Geometry as XYZ:
```
8
Properties=species:S:1:pos:R:3:forces:R:3:mulliken_charge:R:1
O -0.550 -0.270 -1.841 0.6486 -0.4587 0.7482 -0.6387
N -0.584 0.851 0.143 -2.1697 0.8933 -3.6408 0.0673
N 0.725 -0.209 1.386 -0.3858 0.3199 -0.3535 -0.1803
N -0.048 0.801 1.356 0.3460 -0.0836 0.7012 -0.3257
N 0.676 -0.813 0.155 0.3036 -0.3028 0.1773 0.0914
C -0.170 -0.145 -0.681 -0.0266 -0.3899 -0.7930 0.4010
H -1.273 1.409 -0.507 1.4048 -0.1662 3.1085 0.3526
H 1.228 -1.639 -0.023 -0.1209 0.1881 0.0519 0.2324
```
Positions in Å, forces in eV/Å.

Summary:
HOMO-LUMO gap = 10.72 eV
Spin multiplicity = 1
HOMO level = -0.364 Ha
ΔE to the lowest compared entry with this formula, charge and spin = 0.6737 eV
Lowest unoccupied orbital energy = 0.029 hartree